1.
{"formula": "C19H15N3O5S", "method": "ωB97M-V with the def2-TZVPD basis set", "symbols": ["N", "C", "C", "C", "N", "C", "O", "C", "H", "C", "C", "C", "C", "C", "O", "H", "H", "H", "H", "H", "H", "S", "C", "C", "O", "N", "C", "C", "C", "C", "C", "C", "H", "H", "C", "O", "O", "H", "H", "H", "H", "H", "H"], "xyz": [[-1.18, -0.49, -2.81], [-1.70, -0.08, -1.87], [-2.32, 0.43, -0.73], [-3.20, -0.26, 0.02], [-3.83, 0.34, 1.09], [-3.38, 1.46, 1.73], [-3.98, 1.94, 2.66], [-2.06, 1.97, 1.20], [-1.27, 1.35, 1.65], [-1.97, 1.86, -0.32], [-0.60, 2.21, -0.80], [-0.17, 3.12, -1.73], [1.24, 3.01, -1.77], [1.56, 2.04, -0.88], [0.46, 1.55, -0.29], [2.50, 1.63, -0.57], [1.91, 3.57, -2.39], [-0.79, 3.79, -2.30], [-2.68, 2.55, -0.79], [-1.91, 3.00, 1.53], [-4.61, -0.16, 1.52], [-3.69, -1.94, -0.23], [-2.12, -2.75, -0.66], [-0.97, -2.15, 0.15], [-1.11, -1.80, 1.30], [0.18, -2.06, -0.56], [1.41, -1.54, -0.16], [1.68, -1.14, 1.15], [2.93, -0.64, 1.46], [3.92, -0.53, 0.49], [3.65, -0.94, -0.81], [2.41, -1.44, -1.13], [2.19, -1.74, -2.15], [4.42, -0.86, -1.57], [5.24, 0.01, 0.88], [5.53, 0.38, 1.99], [6.12, 0.06, -0.13], [6.96, 0.42, 0.18], [3.15, -0.31, 2.47], [0.92, -1.21, 1.90], [0.14, -2.29, -1.54], [-2.26, -3.79, -0.35], [-1.95, -2.70, -1.73]], "lowdin_charge": [0.20, -0.22, -0.19, -0.49, 0.11, -0.44, 0.11, -0.02, 0.14, -0.17, -0.28, -0.01, -0.04, -0.10, 0.05, 0.11, 0.10, 0.11, 0.17, 0.14, 0.15, 1.02, -0.35, -0.54, 0.07, 0.14, -0.21, 0.01, 0.01, -0.16, -0.02, -0.01, 0.12, 0.12, -0.49, 0.11, 0.10, 0.13, 0.13, 0.11, 0.13, 0.09, 0.06], "homo_ev": -8.72, "orbital_gap_ev": 8.6, "total_charge": 0, "smiles": "N#CC1=C(SCC(=O)Nc2ccc(C(=O)O)cc2)NC(=O)C[C@H]1c1ccco1"}

---

2.
{"formula": "C19H15N4O2Os", "method": "ωB97M-V with the def2-TZVPD basis set", "symbols": ["Os", "O", "C", "C", "C", "C", "C", "C", "C", "O", "N", "N", "C", "C", "C", "C", "C", "C", "N", "H", "H", "H", "H", "H", "H", "H", "H", "H", "H", "N", "C", "C", "C", "C", "C", "C", "H", "H", "H", "H", "H"], "xyz": [[0.59, 0.88, -0.64], [-1.15, -0.14, 4.45], [-2.18, -0.45, 3.66], [-3.29, -1.03, 4.29], [-4.40, -1.37, 3.56], [-4.46, -1.14, 2.18], [-3.37, -0.60, 1.55], [-2.21, -0.24, 2.27], [-1.08, 0.30, 1.54], [-1.11, 0.27, 0.23], [-0.08, 0.86, 2.20], [0.87, 1.25, 1.31], [1.64, 2.27, 1.53], [2.58, 2.61, 0.46], [3.60, 3.53, 0.64], [4.45, 3.78, -0.43], [4.24, 3.13, -1.63], [3.18, 2.25, -1.75], [2.36, 1.99, -0.74], [-0.47, 0.33, 3.92], [-3.25, -1.19, 5.36], [-5.25, -1.81, 4.06], [-5.34, -1.40, 1.61], [-3.37, -0.42, 0.48], [1.59, 2.88, 2.43], [3.73, 4.01, 1.60], [5.27, 4.49, -0.32], [4.89, 3.29, -2.48], [2.97, 1.72, -2.68], [0.79, -0.39, -1.71], [0.35, -1.47, -2.48], [-0.95, -1.45, -2.98], [-1.38, -2.53, -3.73], [-0.53, -3.59, -4.00], [0.77, -3.60, -3.51], [1.22, -2.54, -2.74], [-1.59, -0.61, -2.77], [-2.39, -2.53, -4.12], [-0.88, -4.42, -4.59], [1.43, -4.43, -3.72], [2.22, -2.52, -2.33]], "lowdin_charge": [1.50, 0.09, -0.25, 0.00, -0.05, -0.07, -0.02, -0.08, -0.38, -0.22, 0.07, -0.18, -0.01, -0.24, 0.02, -0.01, -0.01, -0.08, -0.09, 0.07, 0.13, 0.11, 0.11, 0.12, 0.15, 0.13, 0.13, 0.12, 0.12, -0.18, -0.34, -0.02, -0.06, -0.06, -0.06, -0.02, 0.11, 0.11, 0.11, 0.11, 0.12], "homo_ev": -10.99, "orbital_gap_ev": 6.2, "total_charge": 1}

---

3.
{"formula": "C19H16CoNO6STe", "method": "ωB97M-V with the def2-TZVPD basis set", "symbols": ["Co", "O", "C", "C", "C", "N", "C", "C", "C", "O", "O", "C", "O", "O", "H", "H", "H", "C", "C", "O", "S", "C", "C", "C", "C", "C", "C", "C", "C", "H", "H", "H", "H", "H", "H", "H", "C", "Te", "C", "H", "H", "H", "H", "H", "H"], "xyz": [[-0.06, 1.20, 1.06], [-3.34, 3.19, 5.86], [-2.66, 2.77, 4.75], [-2.90, 3.31, 3.49], [-2.17, 2.82, 2.44], [-1.28, 1.86, 2.61], [-1.00, 1.37, 3.81], [-1.69, 1.79, 4.93], [0.20, 0.42, 3.84], [0.43, -0.19, 4.88], [0.85, 0.40, 2.74], [-2.20, 3.40, 1.01], [-3.06, 4.24, 0.78], [-1.29, 2.94, 0.27], [-3.96, 3.87, 5.59], [-3.62, 4.10, 3.32], [-1.45, 1.38, 5.90], [1.63, -4.19, -6.00], [0.95, -5.54, -6.02], [1.17, -6.36, -6.86], [-0.16, -6.00, -4.69], [-0.18, -4.60, -3.62], [0.77, -4.46, -2.61], [0.76, -3.36, -1.78], [-0.21, -2.36, -1.92], [-1.17, -2.51, -2.93], [-1.16, -3.61, -3.77], [-0.21, -1.21, -1.06], [-0.20, -0.25, -0.31], [1.91, -3.95, -7.02], [2.53, -4.28, -5.39], [1.01, -3.41, -5.56], [1.52, -5.24, -2.49], [1.49, -3.26, -0.99], [-1.92, -1.74, -3.04], [-1.91, -3.71, -4.54], [3.69, 2.74, 0.82], [1.69, 3.20, 0.31], [1.33, 4.19, 2.15], [3.71, 2.16, 1.74], [4.24, 3.67, 0.94], [4.12, 2.15, 0.02], [2.00, 5.05, 2.24], [1.50, 3.48, 2.96], [0.30, 4.53, 2.14]], "lowdin_charge": [0.50, 0.06, -0.28, 0.06, -0.17, 0.08, -0.15, 0.07, -0.61, 0.03, -0.12, -0.63, 0.02, -0.19, 0.11, 0.12, 0.13, -0.05, -0.75, -0.02, 1.01, -0.59, -0.11, -0.03, -0.26, -0.03, -0.11, -0.16, -0.07, 0.08, 0.09, 0.07, 0.10, 0.12, 0.12, 0.10, -0.46, 1.31, -0.42, 0.01, -0.01, -0.01, 0.00, 0.01, 0.00], "homo_ev": [-5.61, -5.65], "orbital_gap_ev": [7.8, 7.8], "total_charge": -1, "spin_multiplicity": 4}

---

4.
{"formula": "C19H16F3InO3", "method": "ωB97M-V with the def2-TZVPD basis set", "symbols": ["In", "O", "C", "O", "O", "H", "F", "C", "C", "C", "C", "C", "C", "H", "H", "H", "H", "H", "F", "C", "C", "C", "C", "C", "C", "H", "H", "H", "H", "H", "F", "C", "C", "C", "C", "C", "C", "H", "H", "H", "H", "H"], "xyz": [[1.85, 3.26, 1.70], [-1.51, 0.04, -0.36], [-1.38, 1.33, -0.07], [-0.28, 1.83, 0.27], [-2.33, 2.11, -0.38], [-2.41, 0.29, -0.60], [-0.56, 2.12, 3.15], [-1.49, 1.31, 3.69], [-2.09, 1.82, 4.91], [-3.00, 1.05, 5.53], [-3.31, -0.24, 5.03], [-2.75, -0.73, 3.84], [-1.86, 0.11, 3.16], [-1.89, 2.85, 5.16], [-3.51, 1.47, 6.39], [-3.97, -0.94, 5.53], [-3.01, -1.69, 3.43], [-1.45, -0.28, 2.25], [2.52, 0.48, 0.66], [2.64, -0.88, 0.58], [1.67, -1.51, -0.10], [1.88, -2.86, -0.37], [3.07, -3.50, -0.03], [4.00, -2.80, 0.74], [3.82, -1.48, 0.99], [0.76, -1.00, -0.38], [1.09, -3.40, -0.88], [3.08, -4.56, -0.24], [4.89, -3.32, 1.06], [4.52, -0.99, 1.66], [-0.75, 2.84, -2.99], [-0.41, 1.81, -3.83], [-0.58, 1.89, -5.20], [-0.14, 0.91, -6.06], [0.67, -0.13, -5.57], [0.80, -0.27, -4.19], [0.25, 0.68, -3.32], [-1.09, 2.71, -5.69], [-0.31, 0.89, -7.13], [0.87, -0.90, -6.30], [1.36, -1.10, -3.78], [0.35, 0.76, -2.25]], "lowdin_charge": [1.13, 0.15, -0.77, -0.04, 0.16, 0.12, 0.00, -0.20, 0.04, -0.03, 0.02, 0.00, 0.01, 0.13, 0.13, 0.12, 0.13, 0.11, -0.05, -0.25, -0.01, -0.04, -0.02, -0.04, 0.01, 0.10, 0.12, 0.12, 0.13, 0.13, 0.12, -0.17, 0.03, -0.01, 0.01, -0.02, 0.04, 0.14, 0.13, 0.13, 0.12, 0.10], "homo_ev": -14.27, "orbital_gap_ev": 2.2, "total_charge": 2}

---

5.
{"formula": "C19H16FeN5O8S", "method": "ωB97M-V with the def2-TZVPD basis set", "symbols": ["Fe", "O", "C", "N", "C", "O", "C", "C", "C", "C", "C", "N", "C", "C", "C", "C", "C", "N", "H", "H", "H", "H", "H", "H", "H", "H", "O", "C", "N", "C", "O", "C", "C", "C", "C", "N", "C", "H", "H", "H", "H", "H", "H", "H", "H", "O", "S", "O", "O", "O"], "xyz": [[0.87, 0.11, 0.36], [2.51, -0.19, 4.06], [2.22, -0.10, 2.89], [1.18, 0.56, 2.29], [0.75, 1.77, 2.72], [0.72, 2.25, 3.84], [0.36, 2.61, 1.53], [-0.16, 3.88, 1.66], [-0.44, 4.60, 0.51], [-0.18, 4.03, -0.73], [0.34, 2.75, -0.77], [0.61, 2.05, 0.34], [3.14, -0.62, 1.81], [4.30, -1.31, 2.13], [5.17, -1.66, 1.10], [4.85, -1.30, -0.19], [3.67, -0.62, -0.43], [2.83, -0.29, 0.55], [-0.33, 4.27, 2.65], [-0.86, 5.60, 0.57], [-0.39, 4.55, -1.65], [0.55, 2.23, -1.70], [4.49, -1.54, 3.17], [6.08, -2.20, 1.32], [5.49, -1.56, -1.02], [3.36, -0.35, -1.43], [-2.12, -2.06, -4.45], [-3.22, -2.49, -3.67], [-3.07, -2.04, -2.31], [-3.89, -1.18, -1.68], [-5.03, -0.89, -2.02], [-3.25, -0.62, -0.44], [-3.95, -0.42, 0.74], [-3.24, -0.02, 1.85], [-1.87, 0.18, 1.75], [-1.20, 0.05, 0.60], [-1.90, -0.32, -0.47], [-1.32, -2.22, -3.93], [-3.29, -3.58, -3.69], [-4.12, -2.06, -4.09], [-2.15, -2.23, -1.91], [-5.01, -0.62, 0.77], [-3.72, 0.12, 2.81], [-1.29, 0.42, 2.63], [-1.34, -0.38, -1.39], [0.79, -0.37, -1.60], [0.79, -1.88, -1.37], [-0.38, -2.48, -2.03], [0.65, -1.92, 0.15], [2.03, -2.48, -1.82]], "lowdin_charge": [0.45, 0.09, -0.41, 0.06, -0.46, 0.07, -0.17, 0.01, -0.06, -0.05, -0.08, 0.04, -0.15, 0.00, -0.06, -0.04, -0.10, 0.06, 0.12, 0.10, 0.10, 0.12, 0.12, 0.10, 0.11, 0.11, -0.05, -0.24, 0.09, -0.45, 0.05, -0.09, 0.00, -0.04, -0.08, 0.05, -0.05, 0.06, 0.12, 0.12, 0.08, 0.12, 0.10, 0.11, 0.10, -0.42, 0.36, -0.36, -0.37, -0.32], "homo_ev": -5.40, "orbital_gap_ev": 7.7, "total_charge": -1}

---

6.
{"formula": "C19H16N8O", "method": "ωB97M-V with the def2-TZVPD basis set", "symbols": ["O", "C", "H", "C", "N", "C", "C", "C", "N", "H", "C", "N", "C", "N", "N", "N", "C", "N", "C", "H", "C", "C", "C", "C", "C", "C", "C", "N", "C", "C", "C", "H", "H", "H", "H", "H", "H", "H", "H", "H", "H", "H", "H", "H"], "xyz": [[-6.29, -1.79, -1.41], [-6.56, -0.95, -0.33], [-7.56, -1.20, 0.03], [-5.54, -1.13, 0.81], [-4.26, -0.61, 0.41], [-3.53, 0.36, 0.99], [-2.39, 0.53, 0.21], [-2.55, -0.40, -0.83], [-3.68, -1.07, -0.70], [-1.90, -0.57, -1.66], [-1.29, 1.45, 0.39], [-0.26, 1.30, -0.45], [0.72, 2.17, -0.23], [1.91, 2.34, -0.85], [2.55, 3.36, -0.27], [1.87, 3.87, 0.67], [0.70, 3.18, 0.77], [-0.34, 3.32, 1.59], [-1.30, 2.45, 1.40], [-2.15, 2.54, 2.06], [2.52, 1.50, -1.85], [2.95, 0.22, -1.19], [2.04, -0.77, -0.96], [2.40, -1.93, -0.24], [1.49, -2.96, 0.07], [1.92, -4.04, 0.79], [3.27, -4.08, 1.19], [4.14, -3.14, 0.93], [3.73, -2.07, 0.23], [4.66, -1.04, -0.04], [4.28, 0.08, -0.73], [4.98, 0.87, -0.92], [5.67, -1.16, 0.32], [3.65, -4.92, 1.76], [1.26, -4.85, 1.06], [0.46, -2.88, -0.26], [1.01, -0.67, -1.29], [3.37, 2.06, -2.25], [1.79, 1.31, -2.64], [-3.85, 0.83, 1.90], [-5.87, -0.60, 1.71], [-5.45, -2.20, 1.03], [-6.55, 0.11, -0.64], [-5.34, -1.71, -1.63]], "lowdin_charge": [-0.07, -0.26, 0.12, -0.11, -0.16, 0.01, -0.15, -0.07, 0.08, 0.11, -0.20, 0.21, -0.22, -0.06, 0.06, 0.08, -0.28, 0.16, -0.07, 0.11, -0.07, -0.20, 0.01, -0.14, -0.01, -0.05, -0.14, 0.11, -0.23, 0.00, -0.02, 0.11, 0.11, 0.11, 0.10, 0.11, 0.10, 0.13, 0.13, 0.13, 0.13, 0.13, 0.12, 0.06], "homo_ev": -8.93, "orbital_gap_ev": 8.5, "total_charge": 0, "smiles": "OCCn1cc(-c2cnc3nnn(Cc4ccc5ncccc5c4)c3n2)cn1"}